A structure of composition C54H71AsN4O6PTc in a non-equilibrium geometry, computed with ωB97M-V with the def2-TZVPD basis set.

Last column: Löwdin charge in e.
Cartesian coordinates (Å):
Tc (0.56428, -0.18818, 0.40992)  1.43
N (0.53017, -0.05391, 2.59534)  -0.06
C (1.55178, -0.65613, 3.47040)  -0.20
C (2.95834, -0.27175, 3.04946)  -0.15
C (3.39648, -0.88730, 1.73385)  -0.20
N (2.76526, -0.25067, 0.55267)  -0.07
H (0.48358, 0.93719, 2.81836)  0.08
H (-0.38343, -0.42237, 2.85768)  0.11
H (1.42643, -1.75061, 3.42866)  0.08
H (1.36207, -0.33672, 4.50384)  0.15
H (3.64407, -0.61289, 3.82449)  0.14
H (3.06122, 0.80551, 3.01958)  0.10
H (3.13086, -1.95087, 1.71236)  0.08
H (4.48725, -0.81073, 1.62466)  0.14
H (3.14785, -0.72145, -0.27279)  0.09
H (3.13189, 0.70490, 0.50197)  0.03
O (-0.16995, -5.84528, -4.19466)  -0.04
C (-0.19694, -4.91726, -5.25233)  -0.23
N (0.27227, -3.65772, -4.74596)  0.11
C (-0.57329, -2.67607, -4.38855)  -0.47
O (-1.77148, -2.70023, -4.51630)  0.14
C (0.10760, -1.46635, -3.80204)  -0.07
C (0.62625, -0.44646, -4.57886)  0.06
C (1.14430, 0.65157, -3.92252)  0.01
C (1.13025, 0.67861, -2.53609)  -0.14
N (0.63890, -0.30208, -1.76954)  -0.07
C (0.12034, -1.33837, -2.41558)  -0.11
H (-0.34878, -6.72618, -4.54725)  0.10
H (-1.22159, -4.76364, -5.62592)  0.14
H (0.45824, -5.24414, -6.07016)  0.14
H (1.25751, -3.57611, -4.51418)  0.15
H (0.61528, -0.50006, -5.65387)  0.15
H (1.55459, 1.48177, -4.46870)  0.13
H (1.54055, 1.53635, -2.01657)  0.05
H (-0.36640, -2.10256, -1.82984)  0.09
C (-0.76311, 5.82508, 3.18218)  -0.18
C (-1.70923, 4.63804, 3.02124)  -0.17
C (-0.94576, 3.37722, 2.57583)  -0.21
C (0.16729, 3.78526, 1.58978)  -0.38
C (1.25192, 4.48838, 2.42315)  -0.19
C (0.62995, 5.34447, 3.54625)  -0.18
P (0.67033, 2.52645, 0.23827)  1.16
C (2.43781, 2.86507, -0.39529)  -0.43
C (2.69624, 4.07594, -1.31893)  -0.17
C (4.19705, 4.31003, -1.54872)  -0.17
C (4.98438, 3.01863, -1.43316)  -0.18
C (4.88529, 2.47986, -0.00722)  -0.17
C (3.56163, 2.88920, 0.65044)  -0.22
C (-0.64221, 2.96803, -1.03511)  -0.41
C (-0.49217, 4.32716, -1.75275)  -0.18
C (-1.83820, 4.90759, -2.19184)  -0.18
C (-2.74572, 3.80436, -2.69147)  -0.17
C (-3.10229, 2.89016, -1.52334)  -0.16
C (-2.03877, 2.93613, -0.41932)  -0.21
H (-1.13936, 6.50064, 3.94954)  0.13
H (-0.72087, 6.40906, 2.26228)  0.12
H (-2.48635, 4.87201, 2.28995)  0.11
H (-2.21910, 4.43331, 3.96444)  0.12
H (-1.63311, 2.64136, 2.16492)  0.09
H (-0.49366, 2.95366, 3.46765)  0.10
H (-0.28326, 4.54985, 0.93539)  0.10
H (1.84442, 5.13369, 1.77660)  0.11
H (1.92787, 3.76136, 2.86837)  0.10
H (1.28290, 6.19359, 3.74948)  0.12
H (0.58221, 4.76989, 4.47457)  0.12
H (2.62975, 1.96949, -0.99993)  0.05
H (2.26257, 4.97327, -0.89065)  0.11
H (2.21616, 3.91006, -2.27726)  0.10
H (4.57966, 5.02916, -0.82805)  0.13
H (4.34178, 4.76031, -2.53091)  0.13
H (6.02594, 3.18440, -1.69658)  0.13
H (4.60577, 2.28806, -2.15121)  0.11
H (5.70451, 2.86836, 0.59381)  0.13
H (5.00456, 1.39639, -0.01155)  0.10
H (3.65901, 3.89928, 1.03446)  0.12
H (3.35569, 2.27377, 1.51885)  0.07
H (-0.60260, 2.17096, -1.77902)  0.09
H (0.11436, 4.18625, -2.64479)  0.11
H (0.02333, 5.05393, -1.12987)  0.10
H (-1.66250, 5.65389, -2.96159)  0.13
H (-2.31942, 5.42788, -1.36525)  0.12
H (-2.23686, 3.24297, -3.47716)  0.12
H (-3.64635, 4.21410, -3.14439)  0.12
H (-3.22373, 1.86392, -1.87279)  0.10
H (-4.05925, 3.19469, -1.09093)  0.13
H (-2.16564, 2.08555, 0.25157)  0.07
H (-2.17738, 3.83228, 0.18245)  0.10
C (1.54356, -4.66679, 4.97416)  -0.03
C (2.53149, -4.61044, 4.00805)  -0.04
C (2.24296, -4.12565, 2.74286)  -0.13
C (0.95786, -3.68377, 2.43505)  -0.40
C (-0.03500, -3.74960, 3.40918)  -0.11
C (0.26062, -4.23886, 4.67296)  -0.04
As (0.59496, -2.94387, 0.66579)  1.36
C (1.90774, -3.91331, -0.40584)  -0.39
C (2.72076, -3.33776, -1.37442)  -0.13
C (3.62211, -4.11260, -2.09114)  -0.06
C (3.70847, -5.47378, -1.85829)  -0.04
C (2.89171, -6.06229, -0.91200)  -0.03
C (1.99853, -5.28899, -0.18732)  -0.11
C (-1.09672, -3.75953, 0.16711)  -0.37
C (-1.14611, -4.66733, -0.88223)  -0.09
C (-2.35375, -5.24222, -1.24459)  -0.04
C (-3.50768, -4.93655, -0.55258)  -0.03
C (-3.46229, -4.03241, 0.49468)  -0.04
C (-2.26241, -3.43422, 0.84730)  -0.13
H (1.76675, -5.05592, 5.95283)  0.12
H (3.52525, -4.95827, 4.23201)  0.12
H (3.02903, -4.10824, 1.99283)  0.10
H (-1.04787, -3.44151, 3.19283)  0.09
H (-0.51453, -4.29731, 5.41724)  0.12
H (2.63684, -2.28943, -1.61886)  0.07
H (4.25604, -3.65241, -2.82909)  0.11
H (4.40768, -6.07273, -2.41474)  0.12
H (2.94844, -7.12359, -0.73589)  0.12
H (1.36316, -5.76376, 0.55785)  0.12
H (-0.25563, -4.94031, -1.44039)  0.09
H (-2.37746, -5.93183, -2.06943)  0.12
H (-4.44153, -5.39816, -0.82950)  0.12
H (-4.36228, -3.78249, 1.03301)  0.12
H (-2.25442, -2.69962, 1.64005)  0.09
O (-2.07274, -0.46017, -1.50580)  0.09
C (-2.34281, -0.30492, -0.34469)  -0.56
O (-1.37785, -0.14123, 0.55159)  -0.28
C (-3.75705, -0.16834, 0.19304)  -0.15
C (-4.04026, 0.04384, 1.57505)  -0.03
C (-5.32491, 0.17588, 2.06315)  0.03
C (-6.34333, 0.09463, 1.12213)  -0.20
O (-7.63684, 0.19339, 1.30407)  0.09
C (-8.22896, 0.02483, 0.03590)  -0.10
O (-7.21051, -0.14495, -0.92118)  0.08
C (-6.07122, -0.11678, -0.26749)  -0.19
C (-4.77642, -0.25357, -0.75244)  0.08
H (-3.21996, 0.11093, 2.26881)  0.10
H (-5.53726, 0.33683, 3.10332)  0.13
H (-8.81338, 0.93075, -0.20699)  0.16
H (-8.86054, -0.88311, 0.05994)  0.16
H (-4.55352, -0.41672, -1.79181)  0.14

Atomic forces in eV per Å
Tc -0.6470 0.3118 0.0277
N -0.4277 0.2060 -0.4835
C 0.4608 -0.6481 0.4606
C -0.1287 -0.3017 0.0419
C 0.2990 -0.4639 0.2525
N -0.1317 0.2566 -0.4823
H -0.1542 0.2170 -0.0539
H -0.1239 0.0115 -0.0484
H 0.1277 0.6434 0.1349
H 0.0256 -0.0425 -0.2413
H 0.0166 -0.0387 0.0176
H 0.0854 0.4258 0.0154
H 0.1728 0.2227 0.0097
H -0.2556 -0.0177 0.0253
H -0.1787 0.0839 0.0797
H -0.1235 -0.2201 -0.0618
O 0.0077 -0.2496 0.3424
C -0.2882 -0.0437 -0.5468
N 0.7055 -0.4109 -0.0910
C -0.1100 0.1841 0.0543
O -0.2544 0.0902 0.0880
C -0.0305 0.1060 0.5493
C -0.0988 -0.2508 0.2066
C 0.0433 0.1203 0.6765
C 0.6076 0.8246 -0.5083
N 0.3468 0.2425 0.5180
C -0.5281 -1.0696 -0.5564
H 0.0175 0.0620 0.0236
H 0.3826 -0.0022 0.0741
H -0.1300 0.1117 0.1228
H -0.3412 -0.0180 -0.1022
H -0.0146 -0.0397 -0.2302
H 0.0914 0.2107 -0.0307
H -0.2841 -0.3394 -0.4876
H 0.0603 -0.1504 0.0411
C -0.0026 0.1900 0.0840
C -0.1651 -0.1439 -0.1730
C -0.1211 -0.2060 -0.2649
C -0.1020 0.0470 0.0074
C 0.2021 -0.0375 -0.2824
C 0.1087 0.0418 0.0955
P -0.0514 0.7412 0.1185
C -0.0358 0.0020 0.0606
C -0.2871 -0.0920 -0.0327
C 0.0538 0.0169 -0.1269
C 0.1272 0.0319 -0.1089
C 0.0237 0.0659 0.0713
C -0.1451 0.0789 0.1749
C 0.0870 -0.2455 -0.1516
C 0.3793 0.0467 -0.1118
C -0.0022 0.0857 -0.0679
C -0.0628 0.0710 -0.1032
C -0.1670 -0.2126 0.0931
C -0.1906 -0.4099 0.3412
H 0.0054 0.0201 -0.0379
H 0.0218 0.0757 -0.0846
H -0.0266 -0.0114 0.0246
H 0.0203 -0.0810 -0.0491
H -0.0676 -0.0739 0.0361
H 0.2605 -0.3278 0.1807
H 0.1746 -0.2312 0.0172
H 0.1209 -0.0005 -0.0869
H 0.1628 -0.1359 0.0478
H 0.0321 -0.0636 -0.0054
H 0.0002 -0.0042 -0.0077
H 0.1539 0.1973 0.2426
H -0.1766 0.1424 0.0578
H -0.1749 -0.0063 -0.1671
H 0.0581 0.0924 0.0978
H -0.0374 0.0213 0.0385
H 0.0615 -0.0283 -0.0356
H -0.0533 -0.0667 -0.0964
H 0.0498 0.0079 0.0892
H 0.0582 -0.2341 0.0073
H -0.0802 0.1184 0.1182
H -0.0673 -0.1360 0.3581
H -0.0608 -0.0186 -0.0186
H 0.1549 0.0219 -0.0546
H 0.1095 0.1125 0.0886
H 0.0690 0.0928 -0.0617
H -0.0513 0.1017 0.0853
H 0.0642 -0.0449 -0.0878
H -0.0148 -0.0033 -0.0248
H -0.0216 0.0045 0.0262
H 0.0662 -0.0583 0.0345
H -0.1052 0.0981 -0.0465
H -0.0391 0.0358 0.0873
C -0.1016 0.0402 0.0166
C 0.0186 -0.0008 -0.0982
C 0.1816 0.1485 -0.2351
C 0.0349 -0.0007 -0.0554
C -0.1402 0.0598 -0.1054
C 0.0117 0.0132 -0.1102
As 0.0068 -0.5799 -0.1714
C -0.0931 0.0006 0.0476
C -0.1032 0.1446 0.0105
C -0.0558 0.0516 0.0581
C 0.0393 0.1322 -0.0644
C -0.1819 0.0499 0.1611
C -0.2269 -0.0993 0.2867
C 0.1839 0.2247 -0.1052
C 0.3458 -0.0531 -0.3611
C 0.1703 -0.0183 0.0035
C -0.0835 0.0167 0.0535
C 0.0640 0.1340 0.1130
C -0.1689 0.2174 0.0826
H 0.0383 -0.0538 0.1714
H 0.1877 -0.0719 0.0244
H -0.0802 -0.0452 0.0984
H -0.0465 -0.0075 -0.0064
H -0.1622 -0.0134 0.1236
H -0.0095 0.2344 -0.0128
H 0.1208 0.1107 -0.1556
H 0.1420 -0.1134 -0.1140
H -0.0228 -0.1486 0.0574
H 0.1095 0.0323 -0.1235
H -0.1080 0.0599 0.0107
H 0.0169 -0.1329 -0.1733
H -0.1261 -0.0363 -0.0333
H -0.1041 0.0610 0.0860
H -0.0643 0.0948 0.0704
O -0.3287 -0.1160 -0.4770
C -2.4621 0.4121 -0.1163
O 2.0739 -0.1071 1.4207
C 1.2510 -0.0710 1.0037
C 0.8958 -0.2093 -1.2639
C -0.6570 -0.0593 -0.6683
C 2.1622 -0.2494 -0.9718
O -0.6122 0.1569 0.6665
C -2.2198 -0.0358 -0.4703
O -0.7093 -0.0777 -1.0747
C 2.1034 0.1041 1.6208
C -1.2893 0.0869 0.3922
H 0.2275 0.0029 0.1152
H -0.0333 0.0365 0.2348
H 0.1620 -0.4769 0.0777
H 0.1766 0.4842 -0.0660
H -0.0505 -0.0446 -0.2071

- <S²> = 3.794
- orbital gap (spin up / spin down) (eV) = 4.6551 / 3.8414
- multiplicity = 4
- HOMO level (spin up / spin down) (eV) = -13.9 / -13.8
- max |F| (Eh/bohr) = 0.0517
- energy above the lowest of the compared OMol25 structures with the same formula, charge and spin (kcal per mole) = 15.7
- total charge = +3
- electronic energy (a.u.) = -5427.85374